[1]
C32H62F4O25P3 | ωB97M-V/def2-TZVPD

The geometry in XYZ format:
```
126
Properties=species:S:1:pos:R:3:forces:R:3
C 11.9109 16.0127 0.8897 -2.7289 6.2449 1.6069
O 7.4413 8.5225 -0.0738 2.9891 1.8870 -0.6570
O 19.2074 13.1752 -3.4352 0.1653 -2.0704 3.5352
H 20.9728 5.5982 -4.5257 0.0167 0.1530 0.5227
C 12.7260 13.9770 1.3322 0.3606 -0.9324 -1.6981
H 16.8796 14.4088 -1.8701 0.3382 0.5214 -0.2760
P 17.4208 6.4556 -2.7463 -0.4931 0.6813 1.3012
H 15.4043 8.1274 -4.1209 -0.0685 -0.0544 0.3746
C 9.7927 14.9422 4.6902 1.0068 -0.5256 -0.8150
O 9.3595 10.2657 5.7060 0.7644 1.9733 -0.5774
O 17.7388 10.2022 3.1633 0.8842 -1.2353 0.1161
H 10.5410 9.2409 2.5668 -0.1640 -0.0640 0.4433
C 10.7021 13.9002 5.3976 -1.4233 2.3289 0.3028
C 18.5970 9.1466 2.7768 0.4421 0.6222 0.9699
C 16.6611 8.6129 1.9668 -2.1684 2.3327 -0.6749
H 9.9021 14.8765 3.6076 0.2290 -0.0841 -0.1422
C 14.4054 9.3788 -0.1521 -0.5264 1.2906 -0.4066
H 20.0773 7.4808 -3.4213 -0.9432 -0.0375 0.7519
O 19.1977 11.1655 -2.3216 -0.2921 0.4905 0.6837
H 9.6905 10.5680 -4.1944 -0.3608 -0.1165 0.0025
H 10.1478 8.9017 6.9580 -0.1252 -0.4345 0.0199
C 11.6587 6.5341 0.3890 -2.2224 0.8375 -0.5199
O 15.5992 11.5248 0.1341 -1.1921 -0.4638 -0.8563
C 18.7012 12.0122 -0.1840 1.0157 -0.5936 -0.7818
H 11.9097 9.2546 4.8851 0.5948 -0.3814 -0.1679
H 14.3100 9.2791 0.9291 -0.6726 -0.0579 0.0428
O 16.8336 16.4806 0.3985 1.7981 2.9954 2.3888
C 14.4389 10.9263 -0.4751 3.1079 -0.3452 1.7197
F 11.3137 13.3942 -0.3797 -1.2306 -0.3506 -1.0793
C 7.9711 8.6109 6.8303 0.2097 -0.3505 -0.2259
O 9.8330 12.8332 5.5927 -0.0917 -5.7531 -0.9055
C 12.3585 14.2007 -0.1513 1.9030 -1.1573 -0.5988
F 18.5725 16.0284 -0.9496 1.8552 1.5170 -1.8802
C 10.2086 10.4269 -2.1289 2.9897 0.3175 -0.4235
C 6.7977 11.6744 1.1416 0.4614 0.2638 1.2364
O 12.2381 15.1662 1.8183 0.6507 0.5177 2.7819
H 16.8546 8.3318 -5.0123 0.8770 -0.9244 0.3638
H 12.1992 5.8522 -0.2674 -0.2130 -0.1889 0.1940
H 15.8041 10.6166 2.6600 0.1405 -0.1685 -0.4354
H 6.8303 12.1023 2.1436 -0.3717 0.0697 0.1406
C 8.2474 11.7558 0.5979 -3.0995 1.8898 -1.5836
H 8.0554 7.7128 6.2184 0.1067 0.3256 -0.5973
C 19.1207 12.4966 -2.3965 -0.8727 1.6855 -2.9263
H 19.7315 4.4785 -2.6147 0.2912 -0.0988 -0.0733
C 9.2284 9.4794 6.8633 -0.0465 -1.4173 1.4889
H 8.7676 14.6089 4.8522 -0.0359 0.7039 0.5271
H 11.3604 10.3459 -4.0376 0.3309 -0.0750 0.6340
H 9.2012 10.0352 7.8005 -0.0692 0.6703 -0.2633
H 13.0580 10.2844 3.8774 0.4196 -0.7853 0.4692
H 6.4948 10.6367 1.2811 0.1195 -0.0377 -0.2947
H 19.1403 10.0198 -0.5989 -0.3304 -0.3463 -0.2817
H 10.0647 15.9694 4.9329 -0.4467 -0.0619 0.3061
H 13.1797 14.0495 -0.8519 -0.2239 -0.6513 -0.0870
H 17.9907 11.9822 0.6422 -0.7372 1.0722 -0.6489
H 20.7657 5.7138 -1.8106 0.4449 -0.3248 -0.3652
H 11.8945 8.1661 2.7796 0.2284 0.0865 -0.1518
H 19.4621 5.6151 0.1529 -0.2066 0.1195 0.0556
O 19.7853 9.1526 2.8258 -0.5182 0.5072 0.1776
O 10.0840 8.5017 0.1423 -0.7984 -0.1176 0.4479
H 15.2755 8.7588 -0.3678 0.2508 0.5712 -0.6835
C 17.6910 15.4929 -0.1691 -3.0329 -1.2743 1.4951
H 11.0521 10.0081 -1.5802 0.1409 0.0816 0.3657
H 20.0332 5.7580 -5.8960 -0.4385 0.5521 -0.2814
H 20.6941 4.0424 -1.1534 0.2664 -0.1084 -0.3149
C 15.9496 16.9152 -0.5145 -0.1825 2.4372 -2.7620
O 18.3119 6.3637 -4.0561 0.0850 -1.1604 0.7074
C 20.1441 4.8297 -1.6690 1.4614 -0.4862 -0.5067
H 17.4998 10.6225 -1.1891 -0.0087 -0.1873 -0.0742
C 16.5612 14.8138 -0.9095 1.6319 -3.4419 -1.4530
C 19.4661 7.1600 -4.2649 1.2329 0.1473 -1.3705
H 19.1843 8.0490 -4.8292 -0.2353 0.0989 0.1747
O 11.4960 11.2568 6.8700 -0.5348 -0.0905 0.0007
H 13.5703 8.9864 -0.7325 -0.3713 -0.5429 0.4077
H 15.7553 8.0126 2.0521 0.7532 -0.8148 -0.3953
P 10.5760 11.3531 5.7287 -0.0200 0.3101 -1.0577
C 10.4473 7.2291 -0.4797 2.5835 0.4477 0.8857
H 21.2342 7.0144 -5.4930 -0.1224 0.1215 -0.1027
O 8.8803 10.5779 0.7888 2.2560 -3.6575 -0.1909
H 11.1627 6.0597 1.2357 0.1170 -0.5838 -0.1808
O 15.6241 15.7799 -1.1495 -2.5292 1.5524 -1.2642
C 16.3017 10.0828 -4.0039 -1.8920 0.2461 1.1191
O 15.6327 18.0666 -0.9014 0.8989 -4.4269 2.5128
H 13.5373 11.3999 -0.0865 -0.6639 -0.1673 0.2475
H 11.5788 13.6352 4.8067 0.2288 0.1827 0.5198
H 16.7974 9.1126 1.0077 -0.4094 -0.4726 -0.3828
O 11.4707 17.1378 1.1793 1.2740 -2.8703 -1.0096
O 16.2230 5.5520 -2.7250 2.5131 1.1926 0.1243
H 10.2826 11.5081 -2.0121 -0.5464 0.1099 0.2920
C 20.4519 6.3678 -5.0954 0.5448 -0.9407 -0.3221
F 19.9347 12.0231 0.4397 0.3283 0.1734 -0.0065
C 16.4170 8.5205 -4.0319 -0.6370 2.4775 -1.3292
H 12.3785 7.1918 0.8763 -0.1845 0.5570 -0.7083
C 16.4109 9.7592 2.9511 0.7994 -0.0807 -1.6245
H 13.7837 13.7362 1.4384 0.3392 0.8321 0.2384
C 19.0700 5.2755 -0.8058 -0.7754 -0.0440 0.7485
O 17.8816 8.0950 2.3675 0.4082 -0.6048 0.2219
H 7.1076 9.2007 6.5225 0.0158 -0.0675 -0.0270
O 18.7316 13.0098 -1.1876 -0.0599 1.1153 0.5388
H 18.2447 14.9703 0.6109 -0.6497 -0.0749 0.2132
H 10.2575 8.9852 -3.6874 0.1539 -0.0361 -0.0929
H 15.5607 10.4776 -4.6990 -0.0448 -0.7089 -0.8097
O 18.5255 6.4295 -1.4310 -3.3736 1.2247 -2.3626
C 11.6202 9.2192 2.7178 -0.9487 0.2571 0.3621
C 10.4206 10.0562 -3.5675 -0.6871 0.0808 -1.1551
O 11.3687 11.0904 4.3274 -2.8575 2.4862 0.8005
H 15.7284 10.3324 -3.1111 0.3332 -0.0202 0.6242
O 17.0510 8.0518 -2.8595 0.9195 -1.3808 1.0785
H 7.7608 8.1611 7.8006 0.1134 0.4828 0.3475
H 14.4000 11.0918 -1.5518 0.0678 -0.1041 -0.5559
H 8.1100 11.9403 -0.4676 0.4469 0.2027 -0.3396
H 6.0172 12.1828 0.5754 0.3465 0.1250 -0.2071
H 10.8761 7.5263 -1.4367 -0.1392 -0.3003 -0.2174
C 18.5623 10.8243 -1.0537 0.5495 -1.6042 0.0857
H 17.0645 10.8586 -4.0695 0.9953 -1.0264 0.0257
H 18.4050 4.4320 -0.6203 -0.7587 0.4261 -0.0248
H 8.8140 12.5980 0.9953 0.0950 -0.2929 0.2494
F 15.8405 9.1669 4.0140 -0.1499 0.0028 1.9440
H 11.9721 9.6728 1.7912 0.5574 0.0410 0.2425
C 12.0463 9.9050 4.0211 0.6841 -0.4629 -0.5761
H 10.7669 14.1869 6.4473 1.6773 0.7962 -0.2384
O 12.0197 15.5652 -0.3415 0.2066 -1.7793 0.3343
H 16.1744 13.8836 -0.4932 -0.3592 0.1627 1.0326
P 8.7411 9.3022 -0.2074 -1.4380 -1.0528 0.3303
H 9.6081 6.5493 -0.6271 -0.0504 0.2091 0.2945
H 12.2210 13.1516 1.8340 -0.4229 -0.0588 -0.5095
O 9.0448 9.8456 -1.6980 -2.8200 -0.6771 1.3619
```
Forces are in eV/Å.

The total charge is -1. The value obtained for the highest occupied orbital energy is -5.17 eV. The gap between HOMO and LUMO is 7.3 eV. The value obtained for the lowest unoccupied orbital energy is 2.08 eV. The calculation puts the energy above the lowest of the compared OMol25 structures with the same formula, charge and spin at 21.9 kJ/mol. The total energy is -4561.2705 a.u.



[2]
C32H62N2O12 | ωB97M-V/def2-TZVPD

The geometry in XYZ format:
```
108
Properties=species:S:1:pos:R:3:forces:R:3
C 12.2881 -0.7880 4.0108 1.4246 -0.6353 1.3178
C 2.5068 -4.8714 -3.8330 -0.5675 0.7850 0.6631
H 10.7144 3.6286 4.3191 0.1511 0.1058 0.1674
H 6.8465 -4.6585 5.0162 -0.0029 0.1918 0.3895
H 11.8839 -1.5364 4.6923 0.1883 -0.7686 -0.6541
C 0.8989 3.9696 0.1339 0.3363 -1.6408 0.3676
C 4.7854 4.0500 -5.8770 -0.2703 -0.5371 -0.5037
H 3.0085 -3.6609 -2.2731 0.5973 -0.2641 0.6746
C -8.4832 0.8994 5.0829 0.3374 0.2320 0.3779
H 11.2508 -0.0314 2.3284 0.1370 0.9603 -0.0054
O 0.2572 3.1286 -0.4338 -1.4073 0.4637 -0.3371
H -8.3104 3.0659 5.4956 -0.1538 -0.1308 -0.2675
H -0.0645 6.5328 -1.5464 -0.1773 0.7587 0.1024
H 2.3842 -6.5639 -5.9237 0.0058 -0.1929 0.0056
H 9.0541 3.4189 4.7207 -0.1223 -0.3344 0.5661
O 4.1646 -3.0605 5.8902 4.0220 -3.0374 -1.0215
C -4.5825 -5.3091 -1.7310 2.1429 2.3691 -2.4695
H 12.8690 -0.2327 4.7472 -0.0280 0.6757 -0.2380
H -12.5242 5.9649 -4.0618 0.8991 -0.5156 0.3293
C 5.0977 3.1185 -7.1132 0.9079 0.6487 0.3490
H -4.2165 -4.1197 -0.0654 -1.0250 0.1035 0.5736
H 2.4120 -1.5196 5.2598 0.3055 -0.5238 -0.2800
N 7.1699 1.1911 -4.8166 -1.6637 3.2865 -5.9435
O 1.8596 -5.9694 -4.0340 -0.5049 -2.7753 1.7921
C 0.9230 -7.9499 -4.9563 -0.1006 0.6160 -1.1018
H 7.4141 3.1069 -7.0289 -0.2964 0.9136 -1.2768
O -9.2094 -0.0626 5.0047 1.1013 0.2548 -0.3787
C -0.9765 6.0483 -1.1975 0.8883 -0.4247 -1.3281
C 6.5402 2.4628 -7.1267 -0.5355 -0.4647 1.8974
C 5.7632 -4.5403 4.9943 0.3485 -0.1058 0.7723
H 13.0370 -1.0964 3.2813 -0.2739 -0.6695 0.1236
H 10.3452 3.4561 6.0413 -0.4961 0.2242 -0.0241
C -6.8598 -5.5741 -2.2057 -0.0985 2.2817 -1.4292
H 6.6405 1.7204 -7.9184 0.1374 0.3224 -0.1744
O 5.6656 -4.0249 7.4259 -1.7927 0.6148 -3.3677
O 9.6284 0.8904 5.5934 0.5288 -0.5713 -0.1779
H 3.8421 4.5802 -6.0079 -0.2345 -0.3177 -0.2316
C 2.9126 -4.7422 -2.3718 -0.0319 0.2493 -1.3087
C -9.0076 2.2363 5.6137 0.6566 -0.8830 -0.3521
H -5.4531 -2.0598 4.7722 -0.1363 0.0915 -0.6718
C 1.5124 -6.5294 -5.2704 -1.2119 -0.3269 -0.1898
H 1.6381 -8.4993 -4.3440 -0.2103 -0.1096 -0.1233
O -7.1433 0.9725 4.7861 -0.7045 -0.7973 -0.3525
H -9.1513 2.0819 6.6831 -0.4285 0.0991 -0.0623
H 0.8053 -5.8087 -5.6811 -0.2497 -0.4367 -0.5819
C 5.2192 -3.8752 6.2740 1.1570 -0.0676 0.7059
H 2.7538 -3.1246 7.2186 -0.3784 0.3692 0.4759
H 4.6935 3.4778 -4.9538 0.0545 -0.1824 -0.0940
C 2.9305 -1.2126 6.1681 -1.8418 -0.1180 -0.0137
H -9.9387 2.3479 5.0580 -0.0694 0.4724 0.4578
N -10.1593 6.0288 -1.7261 0.4151 0.3796 -1.7430
C -8.1367 -6.3772 -1.8746 1.2763 0.1704 -0.0719
C 11.1938 -0.0001 3.4164 -0.9310 -0.3212 0.4484
H -5.6806 0.3362 3.5356 0.0688 0.2547 0.2284
C 2.3744 3.6520 0.4029 -1.2179 2.0394 0.2852
H -1.4924 4.8599 0.4304 -0.4688 0.4512 0.5569
C -10.5475 6.1240 -5.3288 -1.5046 -0.1953 1.2965
C -6.4536 -0.1422 4.1371 0.9745 -0.2033 0.5520
C -0.8374 5.7074 0.2281 0.1621 -1.3356 0.0529
C -12.0242 6.5322 -4.8468 0.4336 -0.3445 -0.5788
H -10.5108 5.0599 -5.5623 -0.1391 -0.0173 0.0770
H -1.0288 6.6303 0.7755 0.3576 -0.5881 0.8003
H 2.6921 2.6183 0.2665 -0.5078 0.2887 -0.1148
H 0.6587 -8.4863 -5.8676 1.1010 -0.1104 -0.5480
C -4.3328 -3.9011 -1.1269 0.8898 -0.9733 1.3145
H 2.0537 -0.8514 6.7055 0.3801 0.6126 0.5329
H 3.8274 -5.3341 -2.4017 0.4774 0.5223 0.6413
H 10.2486 -0.4922 3.6456 -0.1937 0.3126 0.1734
H -9.2572 7.5269 -4.3735 -0.1397 0.2121 0.3226
H 2.6120 4.0644 1.3835 0.4808 -0.0652 -0.1486
H -4.8157 -0.6918 5.5701 -0.3192 0.4407 0.1354
C -9.4963 6.4706 -4.2503 0.1338 0.6299 0.5571
C 10.2880 1.6610 4.9557 -0.3999 -0.4299 -1.3411
H 2.2549 -5.1973 -1.6312 -0.1907 0.1197 -0.3909
H -7.9135 -7.2036 -1.1998 0.1635 -0.1128 -0.2929
H -0.0955 -8.0427 -4.5793 0.1805 1.0021 1.0913
H -5.0518 -3.0948 -1.2718 -0.0941 -0.4671 -0.3071
O 2.7124 -4.0782 -4.7016 0.7000 0.9236 -0.6288
H -8.9114 -5.8076 -1.3614 0.1700 0.4126 -0.3874
H -12.0975 7.5577 -4.4850 0.2994 0.1770 -0.3201
O -6.7557 -4.7568 -3.1237 -0.8031 -1.7371 1.2908
C 3.5229 -2.4295 6.8817 -2.1642 2.4876 1.1346
H -3.7396 -5.9753 -1.5472 -0.4600 -0.3662 1.2705
H -8.4639 -6.7160 -2.8576 -0.3660 -0.1197 0.2708
C -9.8887 6.2452 -2.8363 -0.6696 -0.2885 1.0513
H 5.5246 -4.0093 4.0727 -0.3783 -0.0302 0.2984
H 5.3852 -5.5625 4.9792 -0.2522 0.0303 -0.1857
H 5.4650 4.8717 -5.6508 0.6076 -0.2991 -0.4736
H -4.5247 -5.3513 -2.8186 -0.1475 0.8153 -0.3220
H 4.9521 3.6401 -8.0591 0.4614 0.5078 0.0598
H -8.5092 6.0089 -4.2775 -0.1107 -0.4623 -0.7484
H -6.4332 -1.3805 5.9695 -0.0112 0.4107 0.1653
O -5.8162 -5.7796 -1.3986 -1.8024 -2.3325 1.9433
O 0.4896 5.1960 0.5235 0.8697 0.3623 0.2842
H -7.0517 -0.6380 3.3726 -0.5792 -0.2026 0.6404
H 3.5831 -0.4094 5.8260 0.3260 -0.1516 0.6580
H -12.7456 6.3901 -5.6515 0.2663 0.3356 -0.4172
C 10.0584 3.1388 5.0387 1.4027 0.3907 -0.6477
H -3.3175 -3.5063 -1.1634 0.1568 -0.0415 -1.3837
C 6.8709 1.7516 -5.8552 0.7628 -3.6031 5.6560
H -1.8702 6.6570 -1.3346 0.1168 -0.1487 -0.4119
H -10.3321 6.6540 -6.2566 0.1176 0.0888 0.1751
H 4.3509 2.3371 -7.2534 0.0710 -0.2762 0.7457
H 4.1313 -2.1185 7.7309 0.2742 -0.2718 -0.0974
O 11.2213 1.3170 3.9720 -1.3911 1.0618 0.2872
C -5.7491 -1.0900 5.1721 -0.7364 -0.0404 -0.4764
H -0.9353 5.1271 -1.7786 -0.7531 0.0083 -0.1953
H 2.7085 4.3319 -0.3808 1.3205 -0.1713 0.0866
```
Forces are in eV/Å.

The value obtained for the highest occupied orbital energy is -10.05 eV. As for the structure (SMILES): CCOC(C)=O.CCOC(C)=O.CCOC(C)=O.CCOC(C)=O.CCOC(C)=O.CCOC(C)=O.CCCC#N.CCCC#N. The gap between HOMO and LUMO is 10.6 eV. The value obtained for the lowest unoccupied orbital energy is 0.53 eV. The calculation puts the energy above the lowest of the compared OMol25 structures with the same formula, charge and spin at 159.2 kJ/mol. The total energy is -2268.7483 a.u.